Record 1
Formula: C25H38CdCl2N2O3P
Source: OMol25
Level of theory: the ωB97M-V functional and the def2-TZVPD basis

```
72
Properties=species:S:1:pos:R:3:mulliken_charge:R:1
O -0.4323 2.6947 -2.6790 -0.5343
C 0.4479 3.5008 -2.3282 -0.4023
C 1.9058 3.2895 -2.6321 0.5906
C 2.4226 1.9772 -2.5530 -0.0654
H 1.8214 1.1746 -2.0953 0.4476
C 3.6830 1.7094 -3.0890 -0.6002
H 4.0342 0.6919 -3.0795 0.4776
C 4.4586 2.7541 -3.6131 -0.5631
H 5.4076 2.5319 -4.0734 0.3825
C 4.0578 4.0775 -3.4105 -0.3831
H 4.7455 4.8910 -3.6608 0.3459
C 2.8062 4.3567 -2.8559 -0.5542
H 2.4835 5.3737 -2.5720 0.3571
H 0.2150 4.3271 -1.5696 0.2837
C 0.1486 2.8608 1.7479 -0.4210
C 1.0552 1.6826 1.8248 -0.4748
H 0.7781 3.7690 1.7289 0.4533
H -0.5760 2.9588 2.5772 0.1990
H -0.4033 2.7556 0.7900 -0.3288
C 2.3339 1.8156 1.4672 0.4503
C 3.4035 2.1503 2.4906 -1.2756
H 2.6234 1.6970 0.3850 -0.0600
H 3.9011 3.0629 2.1347 0.3241
H 4.1688 1.3720 2.5802 0.2911
H 2.9134 2.3100 3.4830 0.3256
Cd 0.4297 -0.2550 1.2748 1.2869
Cl 1.6659 -1.1722 -0.6242 -0.7703
Cl 0.3826 -0.2270 3.7679 -0.6745
H 0.0462 0.0513 -5.3563 0.3443
H -0.1179 -2.4465 -4.6297 0.3386
C 0.4215 0.1539 -4.3267 -0.8562
C 0.0459 -2.1569 -3.5856 -0.9250
N -0.2509 -0.7505 -3.4144 0.4572
H 0.2665 1.1874 -4.0049 0.1290
C -1.2739 -0.3421 -2.6281 0.1389
O -1.8711 -1.0423 -1.8044 -0.5957
H -0.5857 -2.7487 -2.9277 0.1747
H -1.4698 0.7498 -2.7118 0.2991
H 1.4964 -0.0655 -4.3322 0.2990
H 1.0956 -2.3317 -3.3484 0.2783
H -5.0181 0.9167 1.7983 0.3222
H -5.4000 1.7849 -0.7938 0.3262
C -4.1875 1.6376 1.7514 -1.0009
C -4.4450 2.3121 -0.6723 -0.9272
N -3.6385 1.7156 0.3970 0.2277
H -3.3755 1.3064 2.4082 0.2198
C -2.4370 1.1649 0.1508 0.5719
O -1.8325 0.4304 0.9790 -0.4687
H -3.8784 2.2438 -1.6054 0.2325
H -1.9971 1.4034 -0.8263 -0.2127
H -4.5673 2.6157 2.0811 0.3507
H -4.6852 3.3667 -0.4797 0.3222
C -0.7118 -3.7609 -0.0205 -1.0368
P -0.7325 -2.6811 1.4508 0.3470
C -2.5160 -2.3531 1.6959 -1.2272
C -0.2811 -3.7672 2.8391 0.3810
C -1.1393 -4.7970 3.2502 -0.3176
C -0.7887 -5.6010 4.3317 -0.6192
C 0.4241 -5.4017 5.0068 -0.3844
C 1.2868 -4.3790 4.5918 -0.5502
C 0.9439 -3.5603 3.5156 -0.2414
H -1.2550 -3.2491 -0.8252 0.1226
H -1.1590 -4.7413 0.1825 0.4900
H 0.3315 -3.8828 -0.3310 0.3056
H -3.0857 -3.2393 1.9911 0.5423
H -2.5980 -1.5814 2.4699 0.2052
H -2.9061 -1.9407 0.7577 0.2758
H -2.0788 -4.9656 2.7247 0.2459
H -1.4658 -6.3974 4.6535 0.3383
H 0.6959 -6.0388 5.8470 0.3424
H 2.2335 -4.2158 5.1132 0.3456
H 1.5797 -2.7334 3.2200 0.2812
```

Summary:
HOMO-LUMO gap (alpha / beta)	4.2 / 3.6	eV
ΔE to the lowest compared entry with this formula, charge and spin	123.3	kcal per mole
charge	-1



Record 2
Formula: C25H38F6N2O9P
Source: OMol25
Level of theory: the ωB97M-V functional and the def2-TZVPD basis

```
81
Properties=species:S:1:pos:R:3:mulliken_charge:R:1
P 0.2122 -1.1532 -0.8131 1.3115
F -0.3675 0.2838 -1.2171 -0.3495
F 1.5774 -0.4742 -0.2871 -0.4190
F -0.3960 -1.0466 0.6672 -0.4126
F 0.7981 -2.6516 -0.5473 -0.3645
F -1.1669 -1.8292 -1.3278 -0.3696
F 0.8813 -1.3315 -2.3053 -0.3268
O 2.7187 1.8798 -5.1824 -0.6167
C 2.6629 0.6878 -5.2805 0.5382
O 1.5612 0.0677 -5.7396 -0.3851
C 1.6404 -1.3601 -5.6129 -0.2890
C 3.0797 -1.6904 -5.1921 -0.1436
C 3.7143 -0.3278 -4.9056 -0.3161
H 1.3945 -1.7998 -6.5786 0.2938
H 0.9096 -1.6641 -4.8677 0.1761
H 3.6311 -2.2421 -5.9506 0.3327
H 3.0427 -2.3291 -4.3086 -0.1366
H 4.5875 -0.1837 -5.5476 0.3692
H 4.1063 -0.1974 -3.8995 0.2163
O -3.3895 -2.2363 3.3213 -0.5598
C -3.6227 -3.0176 2.4461 0.4053
O -4.2669 -4.1914 2.6875 -0.3751
C -4.2113 -5.0366 1.5180 -0.4281
C -4.0151 -4.0519 0.3699 -0.8289
C -3.1510 -2.9825 1.0025 0.4050
H -5.1374 -5.5946 1.4032 0.3476
H -3.3697 -5.7157 1.6675 0.2473
H -5.0107 -3.6541 0.1452 0.2992
H -3.6951 -4.5425 -0.5491 0.3791
H -3.1697 -2.0775 0.4091 0.0864
H -2.1043 -3.2912 1.1239 0.0106
O 2.6418 5.2748 -3.8623 -0.6350
C 2.6066 4.4340 -3.0094 0.5476
O 1.5321 4.3029 -2.1910 -0.3477
C 1.7680 3.3941 -1.1181 0.4138
C 3.1369 2.7542 -1.3722 -0.3565
C 3.7028 3.4782 -2.6115 -0.1769
H 1.0178 2.6149 -0.9806 -0.1299
H 1.8125 3.9220 -0.1648 -0.0149
H 3.1790 1.6760 -1.5008 0.1176
H 3.8106 2.9727 -0.5388 0.3234
H 3.8793 2.7635 -3.4135 -0.0361
H 4.6507 3.9876 -2.4575 0.2956
O 2.5579 -0.6599 6.1146 -0.6143
C 1.5706 -0.6957 5.4394 0.2578
O 1.0568 -1.8489 4.9553 -0.3995
C -0.1496 -1.6048 4.2061 0.2976
C -0.6316 -0.2321 4.6344 -0.2404
C 0.7168 0.4431 4.9296 0.0011
H -0.8443 -2.4151 4.4231 0.1567
H 0.0260 -1.6660 3.1301 -0.1961
H -1.1911 -0.3206 5.5661 0.3776
H -1.1390 0.4056 3.9174 -0.0153
H 0.6416 1.2510 5.6511 0.3808
H 1.2271 0.7532 4.0150 -0.0355
C 3.7527 -3.6299 -0.8331 -0.4090
O 3.8994 -2.3970 -0.1629 -0.5783
H 3.8520 -3.5176 -1.9242 0.1084
H 4.5724 -4.2811 -0.5308 0.3097
H 2.7822 -4.0773 -0.6193 0.1746
H 3.1049 -1.8663 -0.2949 0.3079
N -3.3176 1.3371 -0.2282 0.2234
C -3.7243 2.5550 -0.6893 -0.5843
C -5.0097 2.7668 -0.2711 -0.5410
C -5.4273 1.5898 0.4024 -0.6136
C -4.3605 0.7230 0.3877 -0.1369
H -2.3902 0.9626 -0.3542 0.2195
H -3.0281 3.2136 -1.1799 0.4328
H -5.5741 3.6682 -0.4455 0.4157
H -6.3216 1.3815 0.9677 0.3872
H -4.3110 -0.2733 0.7900 0.1401
N 0.0220 3.9347 2.9333 -0.0036
C 0.5949 2.8601 2.3231 -1.4563
C -0.3878 2.0467 1.8368 0.6650
C -1.6246 2.6550 2.1932 -0.4277
C -1.3434 3.8152 2.8596 -1.0363
H 0.5079 4.6914 3.3766 0.1879
H 1.6624 2.7435 2.2262 0.5932
H -0.2714 1.0377 1.4726 0.6394
H -2.6436 2.3374 2.0297 0.4988
H -2.0393 4.4920 3.3242 0.4149
```

Summary:
HOMO-LUMO gap	8.6	eV
ΔE to the lowest compared entry with this formula, charge and spin	0.0	kcal per mole
charge	-1



Record 3
Formula: C25H38F6O22
Source: OMol25
Level of theory: the ωB97M-V functional and the def2-TZVPD basis

```
91
Properties=species:S:1:pos:R:3:mulliken_charge:R:1
O -5.2884 -9.7120 16.1836 -0.5024
C -4.1779 -9.6267 15.8908 0.4939
O -3.2736 -10.6352 15.9534 -0.2025
C -1.9792 -10.0707 15.7411 0.7278
C -2.2957 -8.8047 15.0049 0.4204
F -2.4561 -9.0101 13.6450 -0.2783
O -3.5613 -8.4563 15.5456 -0.4057
H -1.4332 -9.8781 16.6709 0.1915
H -1.2758 -10.6887 15.1692 -0.7824
H -1.6006 -7.9797 15.1338 0.2449
O 0.4110 -7.3823 14.2359 -0.4917
C 1.3815 -7.5940 14.8186 0.6231
O 2.3227 -8.4673 14.4493 -0.2090
C 3.3294 -8.5465 15.4752 0.7215
C 2.9773 -7.4155 16.4359 0.3835
F 3.8729 -6.3673 16.3122 -0.3554
O 1.7435 -6.9494 15.9490 -0.4105
H 3.2366 -9.5319 15.9373 -0.8373
H 4.3324 -8.3800 15.0867 0.3570
H 2.8874 -7.7154 17.4764 0.1605
O 4.3425 -11.6300 15.0194 -0.3769
C 4.6908 -11.9165 16.0998 0.0816
O 3.8890 -11.9662 17.1773 0.3996
C 4.6814 -12.3073 18.3142 -0.3004
C 6.0515 -12.6606 17.7485 0.2354
F 6.2474 -14.0194 17.6881 -0.2845
O 5.9730 -12.1773 16.4305 -0.3999
H 4.6387 -11.5125 19.0569 0.2402
H 4.2363 -13.2051 18.7576 0.2001
H 6.8740 -12.2053 18.2939 0.2758
O 0.1898 -15.7736 18.3126 -0.5673
C -0.7098 -15.2037 17.8681 0.4413
O -0.6684 -13.9421 17.4499 -0.1281
C -1.9934 -13.5143 17.1073 0.5705
C -2.6931 -14.8556 16.8717 0.1949
F -2.5942 -15.2862 15.5175 -0.3135
O -1.9509 -15.7274 17.6969 -0.3701
H -2.4943 -12.9948 17.9188 0.2404
H -1.8816 -12.9605 16.1828 -0.4963
H -3.7614 -14.8208 17.1074 0.3610
O -5.0524 -12.2509 10.0911 -0.4677
C -4.3183 -12.3556 10.9631 0.4931
O -3.2190 -11.6049 11.1286 -0.4204
C -2.5097 -12.0852 12.2484 0.5881
C -3.5426 -12.9330 12.9973 0.5005
F -4.1624 -12.3025 14.0742 -0.2861
O -4.4772 -13.2197 12.0027 -0.3783
H -1.7097 -12.7685 11.9495 -0.0881
H -2.0658 -11.2845 12.8327 -0.1997
H -3.0459 -13.8310 13.3761 0.1880
O 1.3575 -10.2092 17.9189 -0.2128
C 1.5498 -10.5328 19.0208 0.3380
O 1.7359 -9.6829 20.0417 -0.3862
C 2.0059 -10.4134 21.2426 -0.5165
C 1.7253 -11.8623 20.8484 0.3024
F 0.4244 -12.2540 21.2102 -0.3120
O 1.7844 -11.8093 19.4308 -0.0899
H 3.0448 -10.2555 21.5420 0.2918
H 1.3706 -10.0675 22.0569 0.3471
H 2.4486 -12.5596 21.2698 0.2705
C 0.4550 -10.5474 10.2757 -0.3931
C 1.3740 -9.7839 11.2389 0.0654
C 2.5568 -10.7160 11.4838 -0.5711
O 1.9554 -12.0220 11.3830 -0.2766
C 1.0900 -11.9845 10.2393 -0.4621
H 0.4890 -10.1541 9.2593 0.3130
H -0.5689 -10.6166 10.6298 -0.0456
H 0.8512 -9.4897 12.1555 -0.1752
H 1.7026 -8.8150 10.8390 0.5939
H 3.0706 -10.6848 12.4440 -0.0047
H 3.3244 -10.6321 10.6976 0.3472
H 0.4070 -12.8143 10.4067 0.2687
H 1.6761 -12.1500 9.3284 0.3709
C 1.1060 -12.1143 15.2573 1.2996
O 0.4020 -11.8191 14.0308 0.2503
H 1.8211 -12.9229 15.0679 -0.3587
H 1.5957 -11.1877 15.5434 -0.3934
H 0.4021 -12.5024 15.9886 -0.5614
H 1.0362 -11.5595 13.3503 -0.4077
C 2.9078 -15.2420 16.0114 -0.0402
O 3.0203 -15.6569 17.3712 -0.5530
H 3.8459 -14.7847 15.7149 0.1722
H 2.7296 -16.1224 15.3889 0.4366
H 2.1263 -14.4869 15.8527 -0.1226
H 2.1429 -15.9533 17.6376 0.3605
C 2.8260 -14.3071 12.4559 0.1134
O 2.4834 -15.6961 12.4703 -0.5723
H 1.9399 -13.6698 12.4468 -0.1125
H 3.4556 -13.9745 13.2913 0.0000
H 3.4299 -14.1266 11.5596 0.2864
H 1.5298 -15.7646 12.5223 0.3579
```

Summary:
SMILES	O=C1OC[C@@H](F)O1.O=C1OC[C@@H](F)O1.O=C1OC[C@@H](F)O1.O=C1OC[C@@H](F)O1.O=C1OC[C@@H](F)O1.O=C1OC[C@@H](F)O1.C1CCOC1.CO.CO.CO
HOMO-LUMO gap	9.4	eV
charge	0



Going through the records in order, we get M values of 628.9; 655.5; 804.5 g/mol.